--- 1 ---
# C5H11NO2

A structure of composition C5H11NO2 (ωB97M-V/def2-TZVPD, the OMol25 dataset).

```
19
C5H11NO2 (ωB97M-V/def2-TZVPD)
C 0.5576 0.5066 -1.1094
C 0.2799 0.2628 0.3069
C -2.2882 -1.5574 -0.0284
C -0.0271 1.3501 1.2716
C 2.1518 0.3745 -0.2753
O -1.8698 -0.2749 -0.4716
O 0.2404 -0.3695 -1.9785
N 2.7875 -0.7080 -0.2608
H -1.3692 -0.3872 -1.3420
H 0.5347 1.5840 -1.3746
H 0.2534 -0.7749 0.6177
H 3.7832 -0.5843 -0.0710
H 2.5827 1.3703 -0.1116
H -3.0983 -1.9400 -0.6583
H -1.4629 -2.2797 -0.0489
H -2.6557 -1.4569 0.9944
H 0.3952 1.1527 2.2568
H 0.3191 2.3207 0.9133
H -1.1143 1.4109 1.3699
```

Output
HOMO ... -8.6 eV
Gap between HOMO and LUMO ... 8.293 eV
Total charge ... 0

=====

--- 2 ---
# C5H11NO2

A structure of composition C5H11NO2 (ωB97M-V/def2-TZVPD, the OMol25 dataset).

```
19
C5H11NO2 (ωB97M-V/def2-TZVPD)
C 1.8060 0.5116 -1.1221
N 0.6392 0.9670 -0.3816
C 0.3418 0.0662 0.7655
C -1.1085 0.2622 1.1656
C -1.7565 1.5262 0.8477
O -1.4316 -0.0747 -1.5095
C 0.4263 -1.3988 0.3008
O 1.3744 -2.1329 0.5921
H 1.6398 -0.4223 -1.6470
H 2.6522 0.3708 -0.3884
H 2.0706 1.3103 -1.8570
H -0.1961 0.7874 -0.9844
H 1.0406 0.2303 1.5905
H -1.4572 -0.4108 1.9752
H -1.7143 0.5217 0.0358
H -2.7338 1.7045 1.2948
H -1.1873 2.3998 0.7179
H -2.0237 0.3046 -2.0792
H -0.3625 -1.7092 -0.3930
```

Output
HOMO ... -8.6 eV
Gap between HOMO and LUMO ... 7.068 eV
Total charge ... 0

=====

--- 3 ---
# C5H11NO2

An isolated molecule of C5H11NO2 (ωB97M-V/def2-TZVPD, the OMol25 dataset).

```
19
C5H11NO2 (ωB97M-V/def2-TZVPD)
C -0.3853 -2.4096 -0.2196
N -0.7845 -1.0874 -0.5077
C 0.0704 -0.1497 0.2715
C -0.7805 0.3931 1.3216
O -1.6079 -0.2803 1.8309
C 0.4097 1.0288 -0.7015
C 1.5282 0.7872 -1.7786
O 1.0881 1.7787 0.1955
H -0.3227 -2.8341 0.7323
H 0.5582 -2.4752 -0.7106
H -1.1527 -3.0250 -0.6103
H -1.7307 -0.9445 -0.2111
H 1.0447 -0.6280 0.5460
H -0.8300 1.4605 1.4950
H -0.4491 1.5645 -1.0106
H 2.6004 0.6380 -1.3367
H 1.2190 0.0256 -2.6013
H 1.6632 1.6781 -2.4297
H 1.9946 2.2661 0.1185
```

Output
HOMO ... -9.0 eV
Gap between HOMO and LUMO ... 9.687 eV
SMILES ... CN[C@H](C=O)[C@H](C)O
Total charge ... 0

=====

--- 4 ---
# C5H11NO2

A structure of composition C5H11NO2 (ωB97M-V/def2-TZVPD, the OMol25 dataset).

```
19
C5H11NO2 (ωB97M-V/def2-TZVPD)
C -0.8801 -0.1068 -0.5418
C -2.0631 0.1092 0.4320
C 1.2638 -1.9477 -0.5143
N 0.7776 1.4163 0.9366
C 0.9227 -0.5125 -0.3487
C 1.5114 0.3714 0.5031
O 1.5344 2.6243 1.0534
O -0.9880 0.6400 -1.7434
H 1.3435 2.9212 1.9522
H -1.9172 0.6567 -2.0048
H -0.2080 1.0348 0.1639
H -1.0240 -1.1614 -0.8235
H 2.5939 0.3956 0.5952
H -1.9093 -0.4788 1.3363
H -2.0980 1.1556 0.7322
H -3.0044 -0.1715 -0.0457
H 0.9555 -2.3227 -1.4894
H 0.8360 -2.5899 0.2647
H 2.3533 -2.0336 -0.4579
```

Output
HOMO ... -7.7 eV
Gap between HOMO and LUMO ... 8.514 eV
Total charge ... 0

=====

Relative energies, unit kJ/mol: 1 106.2; 2 269.1; 3 0.0; 4 293.3

=====

--- 1 ---
# C5H11NO2

A cluster of 2 separate species, C5H11NO2 in total (ωB97M-V/def2-TZVPD, the OMol25 dataset).

```
19
C5H11NO2 (ωB97M-V/def2-TZVPD)
C 0.3097 -0.6498 -0.8201
N 1.4451 -1.3777 -0.9860
C 2.3849 -1.3139 0.0362
O 2.1260 -1.0482 1.1695
C 0.4657 0.8946 -0.7039
C -0.8168 1.4570 -0.2048
C -0.9463 0.9015 1.2104
O -2.0564 -1.2696 0.0608
H -0.0576 -1.1357 0.1853
H -0.5077 -0.8592 -1.5103
H -1.6112 0.9941 -0.7953
H 3.3907 -1.5592 -0.3268
H 1.2630 1.0825 0.0201
H 0.8436 1.2813 -1.6525
H -0.8980 2.5399 -0.2183
H -0.0772 1.1163 1.8407
H -1.8601 1.2679 1.6765
H -1.0082 -0.1808 1.2120
H -2.3891 -2.1411 -0.1933
```

Output
HOMO ... -9.5 eV
Gap between HOMO and LUMO ... 5.721 eV
Total charge ... 0

=====

--- 2 ---
# C5H11NO2

A cluster of 3 separate species, C5H11NO2 in total (ωB97M-V/def2-TZVPD, the OMol25 dataset).

```
19
C5H11NO2 (ωB97M-V/def2-TZVPD)
C -0.4371 2.0661 -0.9031
C -0.1944 0.7515 -0.2389
C -1.0875 -0.3426 -0.2229
C -0.4303 -1.4629 0.2195
N 0.8396 -1.0625 0.5294
C 1.0178 0.2629 0.1936
H 0.2505 2.8338 -0.5699
H -1.4389 2.4584 -0.8210
H -0.2511 1.9646 -1.9748
H -2.1128 -0.3867 -0.5652
H -0.8373 -2.4337 0.3928
H 1.6356 -1.6436 0.7290
H 2.0081 0.6437 0.4381
O -1.0716 0.2544 3.2718
H -0.4010 -0.1872 2.7385
H -1.2447 -0.3610 3.9904
O 1.4799 -1.3030 -2.6650
H 1.4323 -0.3568 -2.4970
H 0.8430 -1.6957 -2.0453
```

Output
HOMO ... -8.7 eV
Gap between HOMO and LUMO ... 9.391 eV
SMILES ... Cc1cc[nH]c1.O.O
Total charge ... 0

=====

--- 3 ---
# C5H11NO2

A cluster of 3 separate species, C5H11NO2 in total (ωB97M-V/def2-TZVPD, the OMol25 dataset).

```
19
C5H11NO2 (ωB97M-V/def2-TZVPD)
C -1.8335 1.0046 -0.0566
N -1.3176 0.0366 0.7960
C -1.4817 -1.2542 0.3802
C -0.3033 -1.8303 -0.5511
C 1.8782 1.5352 1.0534
C 0.9530 1.9192 0.1740
O 2.0139 -0.8665 -0.8850
O -1.9128 0.8806 -1.2564
H -2.1891 1.9294 0.3927
H -2.3708 -1.3419 -0.2623
H -1.5740 -1.8820 1.2646
H -0.1361 -1.1325 -1.3608
H 0.5995 -1.7242 0.0568
H -0.4850 -2.8656 -0.8021
H 2.4887 0.6772 0.7707
H 1.7924 1.8205 2.0887
H 0.9562 1.6783 -0.8822
H 0.1279 2.5738 0.4589
H 2.7944 -1.1584 -1.3795
```

Output
HOMO ... -8.7 eV
Gap between HOMO and LUMO ... 4.584 eV
Total charge ... 0

=====

--- 4 ---
# C5H11NO2

An isolated molecule of C5H11NO2 (ωB97M-V/def2-TZVPD, the OMol25 dataset).

```
19
C5H11NO2 (ωB97M-V/def2-TZVPD)
C 0.0890 -0.7512 -2.0037
C -0.1579 0.4662 -1.0772
C 0.6024 0.3914 0.2382
C 1.2246 1.7389 0.6477
N -0.2072 -0.1026 1.3554
C -0.8320 -1.3066 1.2496
O -0.4462 -2.2482 0.6087
O -2.0351 -1.2553 1.8952
H 0.2958 -0.4615 -3.0303
H -0.7788 -1.4236 -2.0269
H 0.7931 -1.4744 -1.5913
H 0.2733 1.2819 -1.6500
H -1.2235 0.6838 -1.0220
H 1.4423 -0.2782 0.1343
H 1.4168 2.3303 -0.2431
H 2.0541 1.6145 1.3302
H 0.4247 2.3216 1.1283
H -0.6153 0.6202 1.9235
H -2.3202 -2.1471 2.1335
```

Output
HOMO ... -9.8 eV
Gap between HOMO and LUMO ... 10.654 eV
SMILES ... CC[C@@H](C)NC(=O)O
Total charge ... 0

=====

Relative energies, unit kJ/mol: 1 682.9; 2 73.5; 3 852.9; 4 0.0

=====

--- 1 ---
# C5H11NO2

A cluster of 2 separate species, C5H11NO2 in total (ωB97M-V/def2-TZVPD, the OMol25 dataset).

```
19
C5H11NO2 (ωB97M-V/def2-TZVPD)
C 0.4223 -0.2887 -2.5545
C 0.5417 1.0385 -1.8475
N 1.4819 1.0804 -0.8200
O -0.0890 2.0652 -2.1763
H 0.7463 -0.2345 -3.6207
H -0.6699 -0.5032 -2.5660
H 0.9302 -1.1025 -1.9916
H 1.6302 1.9408 -0.3676
H 2.2551 0.4368 -0.7622
C 0.6604 -2.2252 1.9714
C -0.2055 -1.3862 1.3805
C -1.4590 -0.8105 1.9676
O -1.2592 0.6314 1.9372
H 1.4191 -2.8263 1.4238
H 0.4836 -2.4132 3.0529
H -0.0922 -1.1998 0.3118
H -2.3392 -1.1046 1.3161
H -1.6675 -1.1836 3.0099
H -2.0421 1.0871 2.3420
```

Output
HOMO ... -9.7 eV
Gap between HOMO and LUMO ... 10.456 eV
SMILES ... CC(N)=O.C=CCO
Total charge ... 0

=====

--- 2 ---
# C5H11NO2

A cluster of 2 separate species, C5H11NO2 in total (ωB97M-V/def2-TZVPD, the OMol25 dataset).

```
19
C5H11NO2 (ωB97M-V/def2-TZVPD)
C 1.2100 -2.0588 1.8133
C 0.3062 -1.0831 1.8900
C -0.4081 -0.6204 0.6939
C 0.3148 0.7654 0.2919
N 0.4762 0.8624 -1.1388
C 1.2711 1.8533 -1.6757
O 1.6623 1.7823 -2.8905
H 1.4041 -2.6831 0.9287
H 1.6231 -2.6141 2.5655
H 0.2445 -0.5111 2.8392
H -0.2644 -1.3322 -0.1018
H -1.5183 -0.4573 0.8091
H 1.3508 0.7555 0.9182
H -0.2388 1.6181 0.6978
H 0.4130 0.0291 -1.8573
H 1.7998 2.4755 -0.9075
O -3.4134 0.0218 -1.6892
H -3.7337 0.8767 -1.1782
H -2.4994 0.3200 -2.0086
```

Output
HOMO ... -9.7 eV
Gap between HOMO and LUMO ... 10.279 eV
SMILES ... C=CCCNC=O.O
Total charge ... 0

=====

Relative energies, unit kJ/mol: 1 0.0; 2 118.9

=====

--- 1 ---
# C5H11NO2

A structure of composition C5H11NO2 (ωB97M-V/def2-TZVPD, the OMol25 dataset).

```
19
C5H11NO2 (ωB97M-V/def2-TZVPD)
C 2.0614 0.2832 0.5366
C 0.5669 0.7282 -0.5921
N 0.1233 1.9265 -0.0632
O 0.8211 0.4830 -1.7492
H -0.7991 1.9325 0.3498
H 0.8072 2.4728 0.4391
H 1.8997 0.5454 1.5817
H 2.6668 1.0565 0.0617
H 2.5892 -0.6532 0.3740
C -1.7149 -0.9085 -1.2120
C -0.9945 -0.5489 0.0532
C 0.1116 -1.2206 0.5369
O -1.8092 0.1552 0.9436
H -1.6126 -0.1076 1.8501
H -2.3659 -0.0887 -1.5131
H -2.3169 -1.8067 -1.0666
H -1.0032 -1.0829 -2.0153
H 0.3414 -1.2554 1.5939
H 0.6276 -1.9107 -0.1093
```

Output
HOMO ... -7.8 eV
Gap between HOMO and LUMO ... 8.020 eV
Total charge ... 0

=====

--- 2 ---
# C5H11NO2

A structure of composition C5H11NO2 (ωB97M-V/def2-TZVPD, the OMol25 dataset).

```
19
C5H11NO2 (ωB97M-V/def2-TZVPD)
C -0.1443 0.6877 -0.7686
C 0.8752 1.6831 -0.2590
C -1.2888 -0.4393 0.9868
N -0.4148 -0.4666 1.9147
C -2.4139 -0.8471 0.4589
H -0.4667 0.2394 2.6398
H 0.6785 -0.8258 1.3764
H -0.1490 0.5653 -1.8507
H -1.1454 1.0558 -0.5416
H -2.7639 -0.5111 -0.5039
H -3.0247 -1.5498 1.0146
H 0.5676 2.7163 -0.4419
H 1.0242 1.5689 0.8197
H 1.8499 1.5431 -0.7278
C 0.9006 -1.0520 -0.6472
O 1.7479 -0.9104 -1.7129
O 1.4795 -1.1313 0.5121
H 2.5861 -0.5784 -1.3622
H 0.1020 -1.7480 -0.9070
```

Output
HOMO ... -8.0 eV
Gap between HOMO and LUMO ... 8.567 eV
Total charge ... 0

=====

Relative energies, unit kJ/mol: 1 0.0; 2 39.9

=====

--- 1 ---
# C5H11NO2

An isolated molecule of C5H11NO2 (ωB97M-V/def2-TZVPD, the OMol25 dataset).

```
19
C5H11NO2 (ωB97M-V/def2-TZVPD)
C -0.1054 -0.1806 -1.6335
C -0.1414 0.1645 -0.1090
C -1.5078 0.7898 0.2489
C -1.5553 2.2963 0.1300
O -2.5855 2.9125 0.1580
N 0.2029 -0.8882 0.8033
C 1.5655 -1.1143 1.1241
O 2.0946 -2.1397 0.2835
H 0.3657 0.5796 -2.2585
H 0.3976 -1.1137 -1.8848
H -1.1399 -0.2515 -1.9743
H 0.6020 0.9646 -0.0518
H -1.8639 0.5113 1.2459
H -2.3095 0.3897 -0.3776
H -0.5638 2.7882 0.0291
H -0.2916 -1.7609 0.6977
H 2.1294 -0.1864 1.0025
H 1.6697 -1.4344 2.1667
H 3.0365 -2.3270 0.3998
```

Output
HOMO ... -9.2 eV
Gap between HOMO and LUMO ... 9.974 eV
SMILES ... C[C@@H](CC=O)NCO
Total charge ... 0

=====

--- 2 ---
# C5H11NO2

An isolated molecule of C5H11NO2 (ωB97M-V/def2-TZVPD, the OMol25 dataset).

```
19
C5H11NO2 (ωB97M-V/def2-TZVPD)
C 2.4494 -1.2703 0.9029
N 1.0079 -1.2394 0.7238
C 0.4056 0.1210 0.7937
C -1.1063 0.0729 0.6280
C -1.7048 1.2190 -0.2007
C -1.5928 1.0422 -1.7237
O -2.3248 1.3684 -2.6055
O -0.4963 0.2726 -1.9696
H 2.7115 -2.2764 0.5627
H 3.0558 -0.7507 0.0978
H 2.7037 -0.8827 1.8698
H 0.6288 -1.8288 0.0002
H 0.9610 0.7498 0.1107
H 0.6075 0.3748 1.8430
H -1.6655 -0.0350 1.5506
H -1.3860 -0.8217 0.0556
H -2.7332 1.3830 0.1169
H -1.2040 2.1380 0.1514
H -0.3175 0.3633 -2.9077
```

Output
HOMO ... -8.4 eV
Gap between HOMO and LUMO ... 9.169 eV
SMILES ... CNCCCC(=O)O
Total charge ... 0

=====

--- 3 ---
# C5H11NO2

A cluster of 2 separate species, C5H11NO2 in total (ωB97M-V/def2-TZVPD, the OMol25 dataset).

```
19
C5H11NO2 (ωB97M-V/def2-TZVPD)
C 1.5695 0.8988 0.2719
N 0.3841 1.3072 1.0216
C -0.6332 0.3368 0.9097
C -0.8123 -0.1934 -0.5636
C -1.1538 0.9771 -1.5417
O 1.0196 -2.4779 -0.4963
C -0.4248 -0.8965 1.9558
O -0.7997 -0.8153 3.1905
H 1.5036 0.9812 -0.9777
H 1.8197 -0.2155 0.4351
H 2.4011 1.5283 0.5692
H -0.7960 1.8283 -0.8389
H -1.6254 0.7685 1.2297
H -1.7821 -0.8198 -0.4876
H 0.1104 -0.8230 -0.7992
H -2.2449 1.0360 -1.8792
H -0.5429 1.1071 -2.4937
H 1.7565 -2.7747 -1.0634
H 0.2508 -1.7531 1.5579
```

Output
HOMO ... -8.2 eV
Gap between HOMO and LUMO ... 4.102 eV
Total charge ... 0

=====

Relative energies, unit kJ/mol: 1 54.3; 2 0.0; 3 775.7

=====

--- 1 ---
# C5H11NO2

A cluster of 2 separate species, C5H11NO2 in total (ωB97M-V/def2-TZVPD, the OMol25 dataset).

```
19
C5H11NO2 (ωB97M-V/def2-TZVPD)
C 0.2635 -1.0552 1.9583
C -0.5355 -0.0674 1.5829
C -0.0081 1.0868 0.7664
C -0.8227 1.3559 -0.5061
C -0.4232 0.2892 -1.5133
N -1.3895 -0.6378 -1.7518
O 0.7182 0.1419 -1.9222
H -0.0950 -1.9042 2.5141
H 1.2848 -1.2386 1.6226
H -1.5979 -0.1299 1.7989
H -0.0205 1.9732 1.4207
H 1.0216 0.9129 0.4661
H -1.8956 1.3494 -0.3347
H -0.5640 2.3246 -0.9558
H -2.3299 -0.4011 -1.5022
H -1.2217 -1.5117 -2.2199
O 2.5581 -0.9029 -0.0706
H 1.8969 -1.1789 -0.7166
H 3.1606 -0.4063 -0.6370
```

Output
HOMO ... -9.5 eV
Gap between HOMO and LUMO ... 10.310 eV
SMILES ... C=CCCC(N)=O.O
Total charge ... 0

=====

--- 2 ---
# C5H11NO2

A cluster of 2 separate species, C5H11NO2 in total (ωB97M-V/def2-TZVPD, the OMol25 dataset).

```
19
C5H11NO2 (ωB97M-V/def2-TZVPD)
C 0.0193 2.1593 -0.5785
C -0.0252 1.0326 -1.2444
C 0.9104 -0.1229 -0.9409
C 0.2818 -1.3494 -0.2610
N 1.1905 -2.3891 0.1891
C -0.4178 -0.9350 1.0594
O -0.0361 0.0110 1.6982
H -0.5856 3.0418 -0.8266
H 0.7186 2.3287 0.2259
H -0.7364 0.8241 -2.0326
H 1.4214 -0.3827 -1.8850
H 1.7332 0.2469 -0.2848
H -0.4729 -1.8234 -0.9232
H 2.0400 -2.0050 0.5866
H 1.5199 -2.9728 -0.5770
H -1.2598 -1.5254 1.4708
O -2.4301 1.0725 1.5508
H -1.9203 1.7108 2.0528
H -1.9509 1.0780 0.7204
```

Output
HOMO ... -9.3 eV
Gap between HOMO and LUMO ... 10.262 eV
SMILES ... C=CC[C@@H](N)C=O.O
Total charge ... 0

=====

--- 3 ---
# C5H11NO2

A cluster of 2 separate species, C5H11NO2 in total (ωB97M-V/def2-TZVPD, the OMol25 dataset).

```
19
C5H11NO2 (ωB97M-V/def2-TZVPD)
C -1.8851 1.7227 -0.9900
C -1.0021 0.7414 -0.8846
C 0.4911 0.9837 -0.8724
C 1.2410 -0.0216 0.0971
N 2.5371 0.5470 0.6044
C 0.5505 -0.1565 1.4995
O 0.4952 -1.1602 2.1608
H -2.9385 1.5985 -1.0919
H -1.6737 2.8403 -1.0208
H -1.2874 -0.3400 -0.8964
H 0.9383 1.0705 -1.8389
H 0.5221 2.0328 -0.4657
H 1.4898 -1.0159 -0.3613
H 2.7181 1.4864 0.2406
H 3.2551 -0.1662 0.2447
H 0.1973 0.8844 1.9779
O -2.3256 -3.6722 0.4808
H -1.6008 -4.2284 0.0819
H -1.7224 -3.1465 1.0344
```

Output
HOMO ... -9.4 eV
Gap between HOMO and LUMO ... 10.209 eV
SMILES ... C=CC[C@@H](N)C=O.O
Total charge ... 0

=====

Relative energies, unit kJ/mol: 1 0.0; 2 123.3; 3 188.6